--- w ---
The following is a quantum chemistry calculation of an isolated molecule of C4H9F, from the Open Molecules 2025 dataset.

Cartesian coordinates (Å):
C1 1.30571 1.48038 0.14060
C2 0.12548 0.68979 -0.56818
C3 -0.14073 -0.50208 0.29156
C4 -1.28953 -1.42657 -0.03633
F1 -1.17082 -1.89397 -1.29764
H1 0.86304 2.05028 1.00504
H2 2.09202 2.00266 -0.54091
H3 1.93449 0.62092 0.56238
H4 0.58682 0.40002 -1.50950
H5 -0.86246 1.18466 -0.60410
H6 0.74323 -1.13533 0.26402
H7 -0.43060 -0.14643 1.39755
H8 -1.42750 -2.33563 0.66915
H9 -2.32914 -0.98869 0.22636

Its HOMO energy is -11.0 eV. Its structure (SMILES) is CCCCF.



--- x ---
The following is a quantum chemistry calculation of an isolated molecule of C4H9F, from the Open Molecules 2025 dataset.

Cartesian coordinates (Å):
C1 1.27600 -1.60970 -0.06413
C2 0.52411 -0.22847 0.21308
C3 -0.56980 0.39146 -0.63521
C4 -1.23803 1.48283 0.29985
F1 -0.39867 2.44478 0.87063
H1 1.43880 -2.16934 0.88272
H2 2.14191 -1.59717 -0.57360
H3 0.66148 -2.22021 -0.72923
H4 1.36436 0.48863 0.35663
H5 0.09305 -0.35131 1.14604
H6 -0.20604 0.91051 -1.56013
H7 -1.30715 -0.42984 -0.93620
H8 -1.94443 1.95222 -0.34881
H9 -1.83562 0.93562 1.07836

Its HOMO energy is -11.3 eV. Its structure (SMILES) is CCCCF.



--- y ---
The following is a quantum chemistry calculation of a structure of composition C4H9F, from the Open Molecules 2025 dataset.

Cartesian coordinates (Å):
C1 0.54805 0.31998 1.68076
C2 -0.39729 0.63579 0.59979
C3 -0.18046 -0.55202 -0.37688
C4 -0.31636 -0.27733 -1.95703
H1 0.60395 -0.56286 2.52401
H2 0.94420 1.13388 2.68296
H3 1.63450 0.02920 0.84380
H4 -0.22257 1.66955 0.01581
H5 -1.58906 0.42790 0.55593
H6 0.88916 -0.54438 -0.09116
H7 -0.77357 -1.44516 0.04583
H8 -0.13373 -1.37850 -2.16796
H9 -1.38533 -0.25403 -2.12196
F1 0.37850 0.79797 -2.23390

Its HOMO energy is -10.3 eV.



Stability check: which of them is most stable? x.



--- w ---
The following is a quantum chemistry calculation of a structure of composition C3H3ClO2, from the Open Molecules 2025 dataset.

Cartesian coordinates (Å):
C1 1.33083 -0.63666 -0.74782
C2 2.83804 0.53364 -0.44149
C3 0.19689 -0.24232 0.06270
O1 1.44363 -1.45394 -1.59607
O2 3.49416 1.45871 -0.80647
Cl1 3.22701 -0.28873 1.09607
H1 -0.64114 -0.15148 -0.71695
H2 0.30606 0.69138 0.64039
H3 -0.02078 -1.13145 0.64458

Its HOMO energy is -9.5 eV.



--- x ---
The following is a quantum chemistry calculation of a cluster of 2 separate species, C3H3ClO2 in total, from the Open Molecules 2025 dataset.

Cartesian coordinates (Å):
C1 -0.65016 -0.44464 -1.18519
C2 -0.45331 0.73036 -1.72465
O1 -0.20512 1.76006 -2.14409
H1 -1.66464 -0.71561 -0.77643
H2 0.21960 -0.87978 -0.86160
O2 -0.46303 0.30294 1.33718
C3 0.56889 -0.11762 1.78277
Cl1 1.99552 -0.03823 0.84182
H3 0.65225 -0.59748 2.73018

Its HOMO energy is -8.8 eV. Its structure (SMILES) is C=C=O.O=CCl.



--- y ---
The following is a quantum chemistry calculation of an isolated molecule of C3H3ClO2, from the Open Molecules 2025 dataset.

Cartesian coordinates (Å):
C1 -0.02647 0.31001 -0.63715
C2 1.82095 -1.10651 -0.29997
C3 -1.05668 0.19583 0.41571
O1 0.17635 1.05419 -1.49647
O2 0.62023 -1.01136 -0.73367
Cl1 2.30399 0.37139 0.45578
H1 -1.81414 0.87971 0.59557
H2 -0.46567 0.12510 1.31823
H3 -1.55856 -0.81835 0.38197

Its HOMO energy is -9.3 eV.



Stability check: which of them is most stable? w.



--- w ---
The following is a quantum chemistry calculation of an isolated molecule of C3H3ClO2, from the Open Molecules 2025 dataset.

Cartesian coordinates (Å):
C1 -0.92611 0.92570 0.11454
C2 0.34733 0.30176 0.34037
C3 0.84993 -1.94190 -0.42807
O1 -0.01922 0.75297 -0.84545
O2 0.31814 -1.15354 0.40554
Cl1 -2.40411 -0.01673 0.03931
H1 -1.05134 1.88532 0.66298
H2 1.29229 0.63509 0.79666
H3 1.59309 -1.38865 -1.08588

Its HOMO energy is -8.4 eV.



--- x ---
The following is a quantum chemistry calculation of an isolated molecule of C3H3ClO2, from the Open Molecules 2025 dataset.

Cartesian coordinates (Å):
O1 0.01595 2.28911 -0.96406
C1 -0.88313 1.56220 -0.57546
O2 -0.64257 0.34528 -0.08213
C2 0.58363 -0.22678 0.24254
C3 0.66460 -1.54045 0.59270
Cl1 -0.74578 -2.42400 0.56351
H1 -1.91880 1.81000 -0.48397
H2 1.40701 0.28893 -0.03835
H3 1.51910 -2.10428 0.74523

Its HOMO energy is -9.4 eV. Its structure (SMILES) is O=CO/C=C\Cl.



Stability check: which of them is most stable? x.



--- w ---
The following is a quantum chemistry calculation of a cluster of 40 separate species, H80O40 in total, from the Open Molecules 2025 dataset.

Cartesian coordinates (Å):
H1 -4.46018 -0.36511 -2.53980
H2 -5.86477 -1.10698 -2.20472
O1 -5.30356 -0.36841 -2.10941
H3 -1.37881 -3.92145 -5.05479
H4 -2.14225 -3.31161 -3.79073
O2 -1.31788 -3.55603 -4.17129
H5 4.76006 -4.26632 -2.48677
H6 4.74575 -3.46659 -1.18397
O3 5.39348 -3.82432 -1.85291
H7 1.21656 -4.98919 4.67604
H8 1.24621 -5.89005 3.38277
O4 0.96089 -5.08400 3.74895
H9 -1.75341 4.82295 2.33111
H10 -1.76068 3.53302 2.74974
O5 -2.42493 4.27179 2.71383
H11 0.23195 3.60264 5.72024
O6 -0.68779 3.22489 5.70649
H12 0.69122 0.79282 1.35337
O7 1.15511 0.27181 2.02187
H13 2.77003 -1.52899 -3.40936
H14 4.04069 -1.23331 -2.63067
O8 3.23018 -1.77310 -2.59334
H15 2.12807 0.83454 5.33679
H16 1.29957 -0.26205 6.06587
O9 2.04068 0.29934 6.09839
H17 -1.62921 -2.04015 -0.47177
H18 -2.44564 -1.37881 0.76240
O10 -1.99804 -1.27829 -0.06642
H19 -1.27224 0.70499 3.52710
H20 -1.92211 -0.17277 2.37261
O11 -1.12399 0.28672 2.67525
H21 -0.71986 5.38131 3.76011
O12 0.10721 5.29064 3.30659
H22 0.05313 -2.20943 -3.20763
H23 0.45766 -1.39444 -2.00672
O13 0.48387 -1.35777 -2.94836
H24 -3.67331 -5.63782 0.15543
H25 -2.40607 -4.90620 0.75095
O14 -2.85155 -5.75694 0.57486
H26 3.33790 5.40576 -2.02508
H27 2.05049 4.98215 -2.87398
O15 2.42522 5.07140 -1.98886
H28 1.13798 -4.34073 -2.54527
H29 2.43862 -3.33268 -2.60026
O16 1.98424 -4.06693 -2.94664
H30 -2.00712 0.84919 -0.76376
H31 -0.36848 0.79619 -0.92856
O17 -1.20959 0.99793 -1.27695
H32 -1.95263 -3.72481 -2.26103
H33 -0.54409 -3.83552 -1.82719
O18 -1.49348 -3.88288 -1.47521
H34 0.82941 -3.22238 1.19768
O19 1.21530 -2.85693 1.97972
H35 3.46089 2.99466 3.45733
H36 4.63561 2.19638 3.76071
O20 4.13064 2.93405 4.11981
H37 -1.18452 1.50936 0.56811
O21 -0.78619 2.16508 1.11547
H38 0.59226 1.97922 -4.13368
H39 1.26534 0.78222 -3.76691
O22 1.13236 1.30186 -4.54460
H40 1.02035 -4.58741 -0.02352
H41 -0.37169 -5.32537 -0.18719
O23 0.19588 -4.76991 0.38716
H42 2.02105 -0.87712 -0.26056
H43 0.98263 -1.45540 0.60299
O24 1.01802 -1.12049 -0.29776
H44 -0.89645 4.32200 -4.56374
H45 0.40304 3.63133 -5.04481
O25 0.02664 4.38471 -4.61268
H46 -3.79797 -1.29489 -4.73025
H47 -2.80977 -2.08196 -5.53926
O26 -3.49433 -2.26886 -4.89261
H48 -3.05138 1.76329 -5.32640
H49 -1.87709 0.76787 -5.49753
O27 -2.78248 0.85193 -5.23703
H50 -2.43567 4.36317 -2.86888
H51 -2.15157 3.32850 -1.60624
O28 -2.71673 3.70833 -2.25637
H52 1.95680 5.08386 1.76273
H53 1.46139 4.27753 0.65787
O29 2.08600 4.16676 1.35306
H54 -2.75252 -0.05113 6.20584
H55 -3.43103 -0.20477 4.64196
O30 -2.63484 -0.11095 5.25695
H56 1.48768 3.69683 -1.72223
H57 0.53765 2.78725 -0.89979
O31 0.88976 2.95881 -1.75817
H58 3.14486 -1.73328 2.38705
O32 3.90609 -2.32988 2.25153
H59 3.58899 1.69972 1.46593
H60 3.63804 2.30236 0.12497
O33 4.24855 2.03885 0.80269
H61 1.04382 -3.30451 2.79846
H62 -1.14013 2.72094 5.04602
H63 -0.75634 1.67101 2.03153
H64 0.68912 -0.43150 2.47801
H65 0.31100 4.38326 2.96334
H66 3.42361 -3.11953 2.04137
O34 3.02298 2.43713 -3.15241
H67 2.31021 3.05219 -3.28815
H68 3.14594 1.68917 -3.71850
O35 -0.95095 -2.75237 5.23262
H69 -0.13115 -3.08520 4.93210
H70 -1.38523 -1.91289 5.14625
O36 3.89409 0.52147 -1.08415
H71 3.13677 1.04798 -1.36378
H72 4.75910 0.87944 -1.33361
O37 -2.02981 -2.95191 3.16012
H73 -2.32500 -3.44196 2.38222
H74 -1.22730 -3.53006 3.15807
O38 -3.63959 1.94288 1.43652
H75 -4.07558 1.43511 0.76399
H76 -4.39410 2.37025 1.83988
O39 -3.72498 -4.40080 -2.38988
H77 -4.44948 -4.22901 -2.95301
H78 -4.21788 -4.52958 -1.55334
O40 -0.14813 6.07128 -0.88846
H79 0.59683 6.02022 -1.52412
H80 -0.11392 6.58542 -0.03975

Its HOMO energy is -9.7 eV.



--- x ---
The following is a quantum chemistry calculation of a cluster of 40 separate species, H80O40 in total, from the Open Molecules 2025 dataset.

Cartesian coordinates (Å):
H1 -0.45106 4.75844 -0.53834
H2 -1.90321 4.65407 -1.27942
O1 -1.33026 5.23927 -0.66891
H3 0.45928 0.86844 -1.82116
H4 -0.39467 1.77626 -0.93585
O2 -0.39511 1.19470 -1.78042
H5 0.80707 -6.79885 -1.07698
H6 0.21294 -5.44291 -1.51643
O3 1.14519 -6.01718 -1.35828
H7 1.50660 -1.67853 -2.93704
H8 1.32292 -0.20198 -3.50636
O4 1.33269 -0.80988 -2.82563
H9 -2.51661 0.27289 -0.09389
H10 -1.28564 -0.81541 0.34618
O5 -2.18665 -0.61703 0.15907
H11 0.11853 -1.73664 -4.82870
O6 0.46097 -1.61706 -5.64698
H12 3.81454 3.96476 -2.28494
O7 3.83823 3.51189 -1.45579
H13 4.96077 -4.01622 2.33107
H14 4.13189 -2.88291 1.79371
O8 4.42085 -3.33647 2.66780
H15 1.41126 3.14062 -2.13875
H16 2.09236 3.62088 -1.02642
O9 1.26314 3.02077 -1.05970
H17 -0.06247 2.83327 3.30547
H18 0.39463 2.56015 1.81290
O10 -0.02699 3.25835 2.33729
H19 5.36910 2.44236 2.79809
H20 5.54309 1.18390 2.16063
O11 4.90042 1.89579 2.31895
H21 0.42936 4.26547 -4.55055
O12 0.31697 4.45785 -3.59388
H22 -2.99352 2.79667 -0.00570
H23 -1.95809 3.73331 0.21130
O13 -2.13842 2.81428 0.46211
H24 -6.73419 1.06930 -0.97916
H25 -6.22087 -0.36464 -1.57585
O14 -5.88868 0.49365 -0.98122
H26 1.77367 -1.35645 4.15366
H27 0.13464 -1.46387 4.16309
O15 0.96262 -1.90221 4.11852
H28 -2.08312 -4.50939 -2.81295
H29 -3.00915 -4.52052 -1.49541
O16 -2.73491 -4.88834 -2.35159
H30 4.27502 -0.02021 4.07118
H31 3.54086 1.15961 3.62955
O17 3.50098 0.50448 4.32944
H32 -0.70436 -2.89676 2.81840
H33 -0.68405 -3.46972 4.38981
O18 -1.15157 -2.96682 3.73501
H34 -3.48812 -2.56233 3.92229
O19 -3.17644 -2.13989 4.77049
H35 -2.55962 -3.17856 0.13438
H36 -3.99941 -2.59921 0.35835
O20 -3.56365 -3.43759 -0.00511
H37 1.26728 -4.61058 4.56741
O21 0.43221 -4.78221 4.28637
H38 2.10296 1.06085 1.12635
H39 1.11937 1.44113 0.21604
O22 1.22574 0.69591 0.83738
H40 -4.95435 -0.41208 1.71449
H41 -3.41165 -0.85409 1.50425
O23 -4.31544 -1.16156 1.50169
H42 2.54995 3.69627 3.21606
H43 3.49853 3.41777 2.07720
O24 2.64353 3.38103 2.30386
H44 2.30473 -0.25059 -5.97697
H45 1.22718 0.66331 -6.65069
O25 1.69555 0.39215 -5.82990
H46 -0.76224 2.42016 -4.76684
H47 0.25710 1.64155 -5.46993
O26 -0.29959 2.43885 -5.58147
H48 -1.50176 -5.85627 1.36115
H49 -2.34014 -6.21387 0.24943
O27 -1.41441 -6.23889 0.52219
H50 -3.48269 -1.25592 -2.22743
H51 -3.99883 -2.79822 -2.24335
O28 -3.82326 -2.04868 -2.78809
H52 -3.94420 2.50118 -2.55336
H53 -2.55724 2.54648 -2.53492
O29 -3.32397 3.20319 -2.61927
H54 0.87307 4.52374 1.68746
H55 0.62828 6.09876 1.58216
O30 0.83482 5.20719 1.01235
H56 1.36212 5.50994 3.91733
H57 1.11857 4.37864 4.93506
O31 1.84121 4.69131 4.25647
H58 -2.00701 5.30767 2.11762
O32 -2.86486 5.47635 1.73448
H59 1.93943 -1.68779 0.93223
H60 1.24931 -2.85221 1.69828
O33 1.27703 -2.43889 0.83285
H61 -2.96627 -2.71679 5.55286
H62 0.10790 -0.89883 -6.01982
H63 0.36397 -4.76747 3.26655
H64 4.27568 2.62082 -1.76197
H65 0.22835 5.42308 -3.55413
H66 -2.76831 6.12754 1.06232
O34 -0.28529 1.06082 4.31094
H67 0.23097 0.48879 4.85563
H68 -0.97979 0.52152 3.96992
O35 3.87131 -4.16745 -0.71737
H69 3.22163 -4.56530 -0.08664
H70 3.59192 -4.80179 -1.39297
O36 -1.73493 -0.34968 2.99522
H71 -1.84111 -1.31336 2.77189
H72 -2.41792 -0.19039 3.69839
O37 3.85894 -0.17588 -0.77270
H73 4.13774 -0.85549 -0.13565
H74 2.87757 -0.46828 -0.66829
O38 0.05947 -2.98893 -2.26545
H75 0.39097 -2.27075 -1.57639
H76 0.95251 -3.44141 -2.38511
O39 -4.05291 1.60193 -4.42328
H77 -3.98025 0.84354 -5.01903
H78 -3.91365 2.38706 -5.03329
O40 2.82170 -2.73150 -2.71480
H79 3.17356 -1.98361 -3.17012
H80 3.53013 -2.86364 -1.90199

Its HOMO energy is -9.9 eV.



Stability check: which of them is most stable? w.